# 1
Here is 2 unconnected molecules or ions with the total composition C4H10O in a non-equilibrium geometry from the Open Molecules 2025 dataset. Energies are from wB97M-V/def2-TZVPD.

Values from the calculation:
Multiplicity: 1
Highest occupied orbital energy in eV: -8.4885
Total charge: 0
E in Ha: -233.53181
Relative energy (zero: lowest compared OMol25 entry of this formula, charge and spin) in kcal per mole: 71.0
Lowest unoccupied orbital energy in Ha: 0.0299

Element x y z (Å)
C: 1.839 -0.134 -0.594
C: 0.922 -0.231 0.603
C: -0.019 0.937 0.582
C: -2.097 -0.535 -1.202
O: 0.145 1.603 1.704
H: 2.438 0.771 -0.497
H: 1.230 -0.023 -1.495
H: 2.474 -1.028 -0.615
H: 0.359 -1.156 0.476
H: 1.523 -0.351 1.507
H: -1.390 0.302 -0.923
H: -2.112 -0.560 -2.294
H: -1.799 -1.554 -0.854
H: -3.166 -0.423 -0.908
H: -0.495 2.329 1.700

Atomic partial charges in e from the natural (NBO) method, atoms 1 to 4: C -0.591; C -0.570; C 0.274; C -0.895


# 2
Here is 2 unconnected molecules or ions with the total composition C4H10O in a non-equilibrium geometry from the Open Molecules 2025 dataset. Energies are from wB97M-V/def2-TZVPD.

Values from the calculation:
Multiplicity: 1
Highest occupied orbital energy in eV: -8.8488
Total charge: 0
SMILES: C=C(C)C.O
E in Ha: -233.60592
Relative energy (zero: lowest compared OMol25 entry of this formula, charge and spin) in kcal per mole: 24.5
Lowest unoccupied orbital energy in Ha: 0.0297

Element x y z (Å)
C: -1.148 0.454 2.096
C: -0.760 -0.157 0.943
C: -1.730 -0.919 0.012
C: 0.696 -0.033 0.531
H: -0.514 1.085 2.729
H: -2.169 0.249 2.440
H: -1.322 -1.891 -0.313
H: -1.809 -0.259 -0.868
H: -2.741 -1.081 0.422
H: 1.180 -0.836 -0.049
H: 1.293 0.155 1.439
H: 0.686 0.886 -0.080
O: 2.471 0.605 -2.916
H: 2.444 1.382 -3.520
H: 3.423 0.361 -2.869

Atomic partial charges in e from the natural (NBO) method, atoms 1 to 4: C -0.448; C 0.047; C -0.645; C -0.659


# 3
Here is 2 unconnected molecules or ions with the total composition C4H10O from the Open Molecules 2025 dataset. Energies are from wB97M-V/def2-TZVPD.

Values from the calculation:
Multiplicity: 1
Highest occupied orbital energy in eV: -9.4865
Total charge: 0
SMILES: C=CCCO.[H][H]
E in Ha: -233.56263
Relative energy (zero: lowest compared OMol25 entry of this formula, charge and spin) in kcal per mole: 51.7
Lowest unoccupied orbital energy in Ha: 0.0355

Element x y z (Å)
C: 0.565 -0.936 -1.996
C: 0.669 -0.654 -0.700
C: 0.342 0.683 -0.091
C: -0.227 0.701 1.327
O: -0.050 2.029 1.793
H: 0.160 -0.211 -2.701
H: 0.831 -1.914 -2.390
H: -1.340 -1.544 -0.618
H: -1.681 -1.565 0.041
H: 1.016 -1.430 -0.013
H: -0.323 1.256 -0.748
H: 1.282 1.242 -0.028
H: -1.291 0.419 1.341
H: 0.311 -0.017 1.968
H: -0.461 2.116 2.660

Atomic partial charges in e from the natural (NBO) method, atoms 1 to 4: C -0.418; C -0.149; C -0.473; C -0.051


# 4
Here is 2 unconnected molecules or ions with the total composition C4H10O in a non-equilibrium geometry from the Open Molecules 2025 dataset. Energies are from wB97M-V/def2-TZVPD.

Values from the calculation:
Multiplicity: 2
<S²>: 0.75
Highest occupied orbital energy (alpha / beta) in eV: -15.4627 / -15.6243
Total charge: +1
E in Ha: -233.15198
Relative energy (zero: lowest compared OMol25 entry of this formula, charge and spin) in kcal per mole: 90.8
Lowest unoccupied orbital energy (alpha / beta) in Ha: -0.2368 / -0.2546

Element x y z (Å)
C: -0.225 -1.021 0.355
O: 2.335 0.376 0.310
C: -0.196 -0.863 -1.076
C: -1.413 -0.144 0.167
C: -0.855 1.322 0.235
H: 1.669 -0.206 0.608
H: -0.420 -1.949 0.914
H: 3.141 -0.101 0.251
H: 0.390 -0.082 -1.497
H: -0.766 -1.297 -1.975
H: -2.109 -0.006 -0.723
H: -2.102 -0.155 1.148
H: -1.380 1.938 1.013
H: 0.216 1.317 0.389
H: -1.186 1.771 -0.695

Atomic partial charges in e from the natural (NBO) method, atoms 1 to 4: C -0.075; O -0.926; C -0.012; C -0.600


# 5
Here is 3 unconnected molecules or ions with the total composition C4H10O2 in a non-equilibrium geometry from the Open Molecules 2025 dataset. Energies are from wB97M-V/def2-TZVPD.

Values from the calculation:
Multiplicity: 1
Highest occupied orbital energy in eV: -8.6995
Total charge: 0
SMILES: C=CC=C.O.O
E in Ha: -308.80734
Relative energy (zero: lowest compared OMol25 entry of this formula, charge and spin) in kcal per mole: 57.0
Lowest unoccupied orbital energy in Ha: 0.0231

Element x y z (Å)
C: -0.188 -0.976 1.197
C: -1.512 -1.090 1.071
C: -2.345 -1.661 2.147
C: -3.669 -1.517 2.074
H: 0.179 -1.540 2.045
H: 0.479 -0.543 0.472
H: -2.033 -1.196 0.140
H: -1.894 -2.230 2.955
H: -4.279 -1.854 2.900
H: -4.082 -1.338 1.091
H: 1.101 1.985 -2.351
H: 2.506 1.743 -2.749
O: 1.795 1.331 -2.233
H: 5.174 2.682 -2.415
H: 4.325 3.561 -3.303
O: 4.442 2.644 -3.041

Atomic partial charges in e from the natural (NBO) method, atoms 1 to 4: C -0.375; C -0.227; C -0.206; C -0.392


# 6
Here is 3 unconnected molecules or ions with the total composition C4H10O2 in a non-equilibrium geometry from the Open Molecules 2025 dataset. Energies are from wB97M-V/def2-TZVPD.

Values from the calculation:
Multiplicity: 1
Highest occupied orbital energy in eV: -8.4402
Total charge: 0
SMILES: C=CC=C.O.O
E in Ha: -308.77025
Relative energy (zero: lowest compared OMol25 entry of this formula, charge and spin) in kcal per mole: 80.3
Lowest unoccupied orbital energy in Ha: -0.0055

Element x y z (Å)
C: 2.048 -0.597 -2.021
C: 2.110 -0.254 -0.708
C: 1.501 0.989 -0.244
C: 1.867 1.687 0.828
H: 1.147 -0.524 -2.629
H: 2.927 -0.632 -2.663
H: 2.614 -0.852 0.050
H: 0.767 1.294 -0.994
H: 1.234 2.462 1.233
H: 2.744 1.359 1.371
H: -4.914 -1.127 0.256
H: -3.508 -0.991 0.810
O: -4.291 -1.558 0.850
H: -1.018 0.659 0.290
H: -1.014 -0.032 1.620
O: -1.521 0.016 0.801

Atomic partial charges in e from the natural (NBO) method, atoms 1 to 4: C -0.374; C -0.195; C -0.235; C -0.411


# 7
Here is C4H10O2 in the gas phase in a non-equilibrium geometry from the Open Molecules 2025 dataset. Energies are from wB97M-V/def2-TZVPD.

Values from the calculation:
Multiplicity: 1
Highest occupied orbital energy in eV: -9.6937
Total charge: 0
SMILES: COCCOC
E in Ha: -308.76074
Relative energy (zero: lowest compared OMol25 entry of this formula, charge and spin) in kcal per mole: 86.2
Lowest unoccupied orbital energy in Ha: 0.0368

Element x y z (Å)
C: 2.193 0.242 0.577
O: 2.196 -0.322 -0.706
C: 0.898 -0.707 -0.929
C: -0.346 0.529 -0.387
O: -1.253 -0.371 0.180
C: -2.556 0.109 0.351
H: 3.108 0.822 0.708
H: 1.231 0.798 0.552
H: 2.074 -0.524 1.358
H: 0.862 -1.044 -1.989
H: 0.577 -1.528 -0.274
H: -0.361 1.442 0.308
H: -0.658 0.987 -1.326
H: -2.628 0.909 1.107
H: -2.961 0.490 -0.597
H: -3.149 -0.746 0.685

Atomic partial charges in e from the natural (NBO) method, atoms 1 to 4: C -0.272; O -0.517; C -0.036; C -0.145


# 8
Here is 2 unconnected molecules or ions with the total composition C4H10O2 from the Open Molecules 2025 dataset. Energies are from wB97M-V/def2-TZVPD.

Values from the calculation:
Multiplicity: 1
Highest occupied orbital energy (alpha / beta) in eV: -7.4426 / -7.5328
Total charge: 0
E in Ha: -308.69747
Relative energy (zero: lowest compared OMol25 entry of this formula, charge and spin) in kcal per mole: 125.9
Lowest unoccupied orbital energy (alpha / beta) in Ha: 0.0286 / 0.0294

Element x y z (Å)
C: 2.836 -0.232 -0.294
O: 1.530 0.264 -0.427
C: 0.645 -0.313 0.513
C: -0.694 0.309 0.369
O: -1.704 -0.475 0.148
C: -2.929 -0.107 -0.109
H: 3.455 0.283 -1.032
H: 3.246 -0.043 0.712
H: 2.881 -1.317 -0.485
H: 0.550 -1.399 0.354
H: 1.053 -0.160 1.529
H: -0.891 1.353 0.595
H: -1.158 0.935 -1.659
H: -3.625 -0.921 -0.244
H: -3.237 0.902 0.145
H: -1.908 0.802 -1.789

Atomic partial charges in e from the natural (NBO) method, atoms 1 to 4: C -0.251; O -0.531; C -0.133; C 0.072


# 9
Here is 2 unconnected molecules or ions with the total composition C4H10O2 from the Open Molecules 2025 dataset. Energies are from wB97M-V/def2-TZVPD.

Values from the calculation:
Multiplicity: 1
Highest occupied orbital energy in eV: -8.2980
Total charge: 0
E in Ha: -308.75358
Relative energy (zero: lowest compared OMol25 entry of this formula, charge and spin) in kcal per mole: 90.7
Lowest unoccupied orbital energy in Ha: 0.0302

Element x y z (Å)
C: -1.120 -1.636 -0.080
O: -0.744 -0.276 -0.012
C: 0.174 -0.013 1.042
C: 0.529 1.460 1.042
C: 1.248 0.526 -2.386
O: 0.043 1.002 -2.260
H: -1.641 -1.938 0.838
H: -1.796 -1.747 -0.930
H: -0.244 -2.285 -0.225
H: 1.072 -0.635 0.903
H: -0.292 -0.300 1.996
H: -0.368 2.073 1.169
H: 1.217 1.676 1.865
H: 1.018 1.752 0.106
H: 1.354 -0.255 -1.567
H: -0.451 0.596 -1.503

Atomic partial charges in e from the natural (NBO) method, atoms 1 to 4: C -0.250; O -0.575; C -0.063; C -0.633


# 10
Here is 2 unconnected molecules or ions with the total composition C4H10O2 from the Open Molecules 2025 dataset. Energies are from wB97M-V/def2-TZVPD.

Values from the calculation:
Multiplicity: 1
Highest occupied orbital energy in eV: -9.6907
Total charge: 0
SMILES: C=C(C)CO.O
E in Ha: -308.85618
Relative energy (zero: lowest compared OMol25 entry of this formula, charge and spin) in kcal per mole: 26.3
Lowest unoccupied orbital energy in Ha: 0.0290

Element x y z (Å)
C: -1.762 -0.619 0.149
C: -0.278 -0.457 0.344
C: 0.624 -1.189 -0.313
O: 1.100 1.294 -1.883
C: 0.174 0.585 1.351
O: 1.517 0.974 1.211
H: -1.982 -1.165 -0.774
H: -2.203 -1.178 0.983
H: -2.272 0.352 0.106
H: 0.431 0.715 -1.487
H: 0.334 -1.938 -1.046
H: 1.684 -1.048 -0.118
H: 1.483 0.717 -2.555
H: -0.507 1.452 1.311
H: 0.078 0.163 2.360
H: 1.628 1.332 0.314

Atomic partial charges in e from the natural (NBO) method, atoms 1 to 4: C -0.651; C -0.020; C -0.437; O -0.958


# 11
Here is C4H10O2 in the gas phase from the Open Molecules 2025 dataset. Energies are from wB97M-V/def2-TZVPD.

Values from the calculation:
Multiplicity: 1
Highest occupied orbital energy in eV: -10.0770
Total charge: 0
SMILES: CC(C)(O)CO
E in Ha: -308.88195
Relative energy (zero: lowest compared OMol25 entry of this formula, charge and spin) in kcal per mole: 10.2
Lowest unoccupied orbital energy in Ha: 0.0267

Element x y z (Å)
C: -1.302 -1.000 -0.370
C: -0.239 -0.081 0.215
C: -0.658 1.386 0.081
O: -0.097 -0.425 1.585
C: 1.111 -0.333 -0.461
O: 2.088 0.380 0.287
H: -1.031 -2.049 -0.212
H: -2.261 -0.819 0.125
H: -1.429 -0.822 -1.444
H: -0.845 1.652 -0.966
H: -1.577 1.551 0.652
H: 0.119 2.050 0.473
H: 0.763 -0.055 1.842
H: 1.316 -1.413 -0.436
H: 1.095 0.001 -1.509
H: 2.949 -0.023 0.136

Atomic partial charges in e from the natural (NBO) method, atoms 1 to 4: C -0.618; C 0.215; C -0.633; O -0.726


# 12
Here is C4H10O2 in the gas phase from the Open Molecules 2025 dataset. Energies are from wB97M-V/def2-TZVPD.

Values from the calculation:
Multiplicity: 1
Highest occupied orbital energy in eV: -10.0501
Total charge: 0
SMILES: CO[C@@H](C)CO
E in Ha: -308.86042
Relative energy (zero: lowest compared OMol25 entry of this formula, charge and spin) in kcal per mole: 23.7
Lowest unoccupied orbital energy in Ha: 0.0377

Element x y z (Å)
C: 0.289 -0.638 -1.918
O: 0.163 -0.688 -0.517
C: 0.185 0.588 0.115
C: -1.215 1.165 0.275
C: 0.873 0.349 1.454
O: 2.108 -0.295 1.271
H: -0.591 -0.187 -2.399
H: 1.181 -0.067 -2.216
H: 0.392 -1.668 -2.269
H: 0.814 1.265 -0.485
H: -1.785 1.087 -0.657
H: -1.171 2.223 0.555
H: -1.766 0.626 1.053
H: 1.063 1.302 1.959
H: 0.198 -0.246 2.092
H: 1.909 -1.016 0.654

Atomic partial charges in e from the natural (NBO) method, atoms 1 to 4: C -0.247; O -0.557; C 0.070; C -0.637